Molecular formula: CH7N2O
Method: DFT, ωB97M-V/def2-TZVPD

* energy: -226.77650 a.u.
* net charge: +1
* molar mass: 63.08 u

Atoms and positions in Å:
O: 1.9266 -0.7989 -0.7889
H: 0.3139 -0.0520 1.6977
H: 2.8606 -0.7380 -1.0623
H: 1.5225 -1.3373 -1.4742
N: 0.0241 0.4359 0.8567
C: -1.2811 -0.0176 0.2045
N: -1.9533 0.8686 -0.2729
H: 0.8359 0.3709 0.2072
H: -0.0707 1.4229 1.0870
H: -1.3681 -1.0944 0.3259
H: -2.8104 0.9400 -0.7806

Löwdin population analysis, charges in e, atoms 1 to 8: -0.047 0.162 0.086 0.064 0.201 -0.184 0.198 0.116